DFT (the ωB97M-V functional and the def2-TZVPD basis) results for a molecular structure, C3H3LiO2Tb.

Geometry (Å):
O (0.31542, -0.56206, -1.22918)
C (-0.33641, -0.45452, -0.17815)
C (-1.76996, -0.03786, -0.24161)
H (-2.36288, -0.73446, 0.37142)
H (-1.86448, 0.94208, 0.25549)
H (-2.15187, 0.01799, -1.27246)
O (3.03002, 0.69621, 1.80943)
C (3.89946, 1.41227, 1.67248)
Tb (1.03488, -0.75242, 1.87964)
Li (0.20582, -0.52723, -3.06706)

Atoms 1-2, force components in eV/Å:
-1.1 0.0 4.1
0.4 0.3 -5.7

Properties
2S+1: 7
relative energy (zero: lowest compared OMol25 entry of this formula, charge and spin): 0.00 kcal per mole
electronic energy: -1097.34711 hartree
orbital gap (alpha / beta): 7.566 / 9.147 eV
total charge: +3
expectation value of S²: 12.820